(1)
98
Properties=species:S:1:pos:R:3:forces:R:3:lowdin_charge:R:1 method="wB97M-V/def2-TZVPD" total_charge=+2 de_lowest_ev=7.9548 total_energy_ev=-69434.3323 lumo_ev=-5.7 homo_ev=-10.031
C -1.987 -2.036 0.106 -1.2 -1.2 0.1 0.041
C -1.002 -1.031 0.521 -0.9 0.3 -0.6 -0.388
O -0.634 -0.824 1.645 0.7 0.3 -0.2 0.085
N -0.613 -0.157 -0.627 0.9 1.2 1.7 0.102
H -0.718 -0.611 -1.550 0.1 -1.2 -1.7 0.084
H -1.344 0.595 -0.670 -1.0 0.4 0.2 0.134
C 0.726 0.516 -0.529 -0.1 -0.4 -0.3 0.002
H -2.270 -2.767 0.868 1.0 -0.1 0.3 0.082
H -1.704 -2.580 -0.803 0.0 0.1 -0.2 0.094
H -2.999 -1.635 -0.028 0.4 0.9 -0.7 0.113
H 1.492 -0.232 -0.326 -0.1 -0.1 0.3 0.092
H 0.715 1.323 0.199 -0.2 -0.1 0.1 0.079
H 0.997 0.931 -1.497 -0.4 0.1 -0.1 0.075
C -1.853 -5.805 5.607 -0.6 0.7 -0.1 0.029
C -0.735 -5.698 4.661 0.4 -1.9 -0.5 -0.405
O -0.265 -6.637 4.117 0.5 1.2 -0.2 0.228
N -0.123 -4.302 4.456 0.1 0.6 1.1 0.086
H -0.112 -3.815 5.356 -0.7 0.1 0.1 0.174
H 0.890 -4.358 4.325 -0.1 -0.7 -0.9 0.186
C -0.740 -3.451 3.352 0.7 -0.9 -0.2 0.034
H -2.559 -6.522 5.191 0.1 -0.1 0.1 0.118
H -2.371 -4.852 5.723 0.0 -0.1 0.5 0.088
H -1.426 -6.202 6.529 -0.3 0.2 0.2 0.122
H -1.747 -3.083 3.522 0.1 -0.1 0.8 0.089
H -0.800 -4.154 2.521 0.4 0.5 -0.5 0.119
H -0.018 -2.650 3.245 -0.4 0.1 -0.6 0.086
C -1.696 3.993 -3.441 -0.1 -0.4 0.2 0.042
C -0.517 3.860 -2.518 -1.7 0.9 -0.3 -0.394
O -0.635 3.792 -1.339 1.0 -0.3 -0.1 0.176
N 0.850 4.060 -3.108 0.6 0.6 0.0 0.093
H 1.535 3.790 -2.386 0.8 -0.1 0.1 0.102
H 1.021 3.563 -3.980 -0.3 -0.6 0.2 0.183
C 1.110 5.499 -3.455 -0.6 0.8 -0.3 0.012
H -2.101 5.002 -3.343 0.1 0.1 0.0 0.111
H -2.447 3.336 -2.996 -0.1 -0.1 -0.2 0.104
H -1.560 3.762 -4.495 0.3 -0.1 0.1 0.099
H 1.116 6.150 -2.585 -0.2 -0.4 0.3 0.111
H 0.312 5.808 -4.129 0.0 0.1 0.0 0.101
H 2.054 5.668 -3.967 0.1 -0.6 0.1 0.106
C -7.513 -0.628 3.391 0.5 0.1 -0.3 0.037
C -6.277 -0.404 2.577 -0.7 -0.7 -2.3 -0.377
O -6.256 -0.023 1.460 0.5 0.1 0.6 0.226
N -4.904 -0.806 3.182 -0.4 1.3 2.4 0.092
H -5.100 -0.722 4.186 0.2 0.4 0.1 0.161
H -4.702 -1.806 3.189 0.2 -0.1 -1.2 0.177
C -3.777 0.174 2.838 0.2 -1.1 -0.9 0.033
H -7.624 -1.662 3.720 0.3 0.1 0.5 0.105
H -8.335 -0.475 2.694 0.0 0.4 0.2 0.113
H -7.492 0.125 4.180 -0.5 -0.3 0.3 0.110
H -2.850 -0.255 3.208 0.0 0.1 0.1 0.085
H -3.955 1.174 3.222 -0.3 -0.2 0.2 0.113
H -3.717 0.227 1.752 -0.1 0.1 0.0 0.080
C 2.167 0.665 3.673 1.6 0.1 1.0 0.022
C 2.232 1.957 2.909 -1.8 -1.3 0.8 -0.403
O 1.275 2.558 2.572 0.8 0.9 -0.4 0.207
N 3.630 2.389 2.492 -0.7 -0.4 0.5 0.108
H 3.528 3.360 2.186 0.1 -0.1 -0.7 0.189
H 4.292 2.430 3.268 -0.2 -0.1 0.3 0.184
C 4.225 1.415 1.476 0.4 2.0 -0.4 0.050
H 1.268 0.425 4.232 -0.6 0.5 -0.9 0.099
H 2.876 0.759 4.506 0.5 -0.3 -0.2 0.100
H 2.488 -0.152 3.027 -0.1 -0.1 0.1 0.093
H 4.467 0.471 1.949 0.0 0.1 0.0 0.110
H 5.078 2.024 1.181 0.5 -0.9 -0.4 0.097
H 3.586 1.375 0.595 -0.2 -0.3 0.2 0.095
C 2.922 -1.219 -2.972 0.3 -0.2 0.1 0.036
C 3.680 -0.932 -4.226 -1.3 -0.6 0.3 -0.372
O 3.649 -1.501 -5.253 0.4 0.3 -0.1 0.217
N 4.591 0.323 -4.069 -0.6 -1.4 -0.3 0.081
H 4.067 1.056 -3.569 -0.2 0.5 0.0 0.118
H 5.210 -0.045 -3.345 0.7 0.5 -0.3 0.172
C 5.208 0.666 -5.387 0.1 1.0 0.5 0.015
H 3.612 -1.230 -2.125 -0.1 0.2 0.1 0.098
H 2.432 -2.191 -2.992 0.0 0.1 -0.3 0.097
H 2.173 -0.438 -2.839 0.0 0.0 0.0 0.082
H 6.045 0.004 -5.580 0.0 0.1 0.0 0.111
H 5.495 1.714 -5.328 0.4 -0.1 0.0 0.101
H 4.468 0.605 -6.179 -0.1 -0.4 0.2 0.107
O 5.010 3.249 -0.875 0.3 0.2 0.2 0.082
C 3.836 3.258 -1.531 -4.0 -0.3 -1.1 -0.792
O 3.342 2.214 -2.053 2.0 -1.2 0.0 -0.073
O 3.114 4.281 -1.523 1.2 1.0 0.7 -0.032
H 5.061 4.161 -0.546 0.4 0.0 -0.1 0.126
O -2.614 2.571 1.218 0.9 -0.4 1.2 0.019
C -3.379 2.429 0.094 -1.1 0.6 -3.3 -0.846
O -3.011 1.533 -0.732 1.2 -0.9 1.3 -0.074
O -4.300 3.217 -0.129 0.3 0.1 1.2 0.003
H -2.773 3.446 1.592 -0.4 0.0 -0.2 0.106
O 0.772 -3.527 -1.671 0.9 0.6 0.5 -0.011
C -0.086 -4.599 -1.494 -0.9 -2.2 0.0 -0.860
O -1.076 -4.634 -2.253 -0.2 0.9 -0.2 -0.043
O 0.211 -5.460 -0.635 0.4 1.3 0.3 -0.071
H 0.385 -2.994 -2.380 -0.5 0.2 -0.1 0.031
O -1.130 -2.523 -4.798 -0.4 0.1 -0.4 0.089
C -0.841 -1.326 -4.231 1.0 0.1 -0.7 -0.779
O -0.632 -1.406 -2.974 0.1 0.5 1.7 -0.111
O -0.659 -0.335 -4.945 -0.3 -0.4 0.4 -0.013
H -1.236 -3.204 -4.107 0.1 0.2 0.1 0.088

(2)
111
Properties=species:S:1:pos:R:3:forces:R:3:lowdin_charge:R:1 method="wB97M-V/def2-TZVPD" total_charge=-1 total_energy_ev=-105791.3834 lumo_ev=0.8 homo_ev=-5.455
C 4.680 -1.153 2.467 -0.4 -1.3 -0.8 0.004
C 4.968 -1.595 0.949 1.5 1.2 0.5 -0.452
O 5.979 -1.114 0.407 -2.8 -1.6 0.6 0.033
O 4.083 -2.520 0.383 1.5 2.5 0.5 -0.061
C 4.046 -2.438 -1.064 -0.9 -1.4 -1.9 -0.192
C 2.553 -2.677 -1.604 0.5 0.1 -0.3 -0.160
C 1.596 -1.388 -1.491 0.5 0.1 -0.1 -0.267
C 2.138 -0.222 -0.536 0.1 0.1 0.2 -0.257
Al 0.682 1.247 -0.426 -0.5 -2.3 0.1 0.324
C -0.617 0.945 1.136 -0.6 0.7 0.8 -0.262
C -1.903 0.052 0.741 0.0 -0.3 0.7 -0.270
C -2.141 -1.135 1.823 0.1 0.7 -1.3 -0.178
C -0.861 -2.092 1.723 -0.2 1.3 1.3 -0.201
N -1.170 -3.551 1.721 2.8 -0.5 -1.4 -0.102
C -2.045 -3.960 0.581 -1.5 -1.3 -0.2 -0.100
C 0.118 -4.265 1.649 2.2 0.7 -0.1 -0.391
C 0.211 -5.865 1.525 -0.3 0.6 -0.9 -0.006
O 1.227 -3.666 1.641 -3.4 -1.6 0.5 -0.007
S 1.715 3.294 0.029 -0.1 2.9 4.9 0.670
O 0.668 4.296 0.468 1.8 -1.7 -2.1 -0.444
O 2.714 3.204 1.160 -1.2 -0.1 -3.3 -0.425
F 2.474 3.968 -1.331 -0.3 -0.4 0.9 -0.340
H 5.210 -1.946 3.107 -0.9 1.2 -0.7 0.086
H 3.556 -1.179 2.667 1.6 0.0 -0.2 0.083
H 5.123 -0.128 2.663 -0.5 -1.4 -0.5 0.089
H 4.664 -3.326 -1.452 -0.6 1.5 0.4 0.128
H 4.395 -1.453 -1.496 0.0 -1.2 0.9 0.120
H 2.660 -2.898 -2.730 0.0 0.1 1.6 0.108
H 2.135 -3.619 -1.121 0.4 1.3 -0.4 0.096
H 0.556 -1.742 -1.199 1.2 0.5 -0.2 0.083
H 1.515 -0.933 -2.537 -0.1 -0.7 1.6 0.072
H 3.106 0.234 -0.959 -1.2 -0.8 0.5 0.056
H 2.367 -0.587 0.528 -0.3 0.3 -1.5 0.058
H -0.039 1.445 -1.829 -0.1 0.2 0.1 -0.044
H -0.073 0.514 2.056 -0.8 0.5 -1.3 0.062
H -1.045 1.956 1.486 0.7 -1.4 -0.4 0.044
H -1.756 -0.410 -0.304 -0.4 0.6 1.5 0.090
H -2.838 0.709 0.747 1.3 -0.9 -0.3 0.077
H -2.242 -0.625 2.840 0.2 -0.9 -1.3 0.109
H -3.130 -1.646 1.560 1.4 0.5 0.5 0.101
H -0.251 -1.775 0.816 -0.7 -0.6 1.1 0.103
H -0.231 -1.886 2.660 -0.7 -0.4 -1.6 0.133
H -2.440 -3.105 -0.048 0.7 -0.8 1.0 0.098
H -2.957 -4.509 1.004 1.4 0.9 -0.7 0.080
H -1.555 -4.697 -0.145 -0.5 1.1 1.0 0.087
H -0.763 -6.279 1.112 1.2 0.2 0.9 0.066
H 1.016 -6.063 0.734 -1.1 0.4 1.1 0.090
H 0.566 -6.368 2.485 -0.9 0.9 -1.2 0.056
C 3.582 2.099 -5.006 0.1 0.3 -0.2 0.040
N 2.577 1.549 -4.059 -0.4 0.4 0.1 -0.423
O 1.602 2.236 -3.823 0.4 -0.4 -0.2 0.050
O 2.811 0.451 -3.593 0.1 0.3 -0.2 0.044
H 3.248 3.079 -5.341 0.0 -0.1 0.1 0.093
H 4.528 2.176 -4.472 -0.1 -0.1 -0.1 0.100
H 3.656 1.408 -5.844 0.1 0.0 0.2 0.095
C 3.571 6.613 -0.563 -0.1 0.1 0.3 0.047
N 3.917 7.728 -1.482 0.0 0.0 0.3 -0.440
O 3.734 8.866 -1.083 0.1 -0.2 -0.5 0.051
O 4.363 7.424 -2.577 -0.1 0.3 0.2 0.040
H 3.189 7.031 0.366 0.1 0.0 -0.2 0.102
H 2.812 6.007 -1.052 0.2 0.0 0.0 0.075
H 4.479 6.040 -0.384 -0.1 -0.1 -0.2 0.109
C -4.937 -6.803 -2.136 0.1 -0.1 -0.2 0.028
N -4.216 -5.603 -1.638 0.1 0.1 0.1 -0.428
O -3.508 -5.006 -2.430 -0.2 -0.1 0.4 0.072
O -4.387 -5.302 -0.470 -0.2 -0.1 -0.6 0.043
H -4.692 -6.949 -3.183 0.0 0.1 0.2 0.068
H -4.608 -7.654 -1.542 -0.1 0.1 0.0 0.107
H -6.003 -6.622 -2.012 0.1 -0.1 0.1 0.102
C -6.471 -8.160 -6.558 0.0 0.0 -0.3 0.045
N -5.862 -8.820 -5.374 0.1 -0.3 0.0 -0.433
O -5.216 -9.832 -5.567 -0.2 0.4 0.2 0.079
O -6.057 -8.295 -4.291 0.0 -0.3 -0.4 0.037
H -6.216 -8.732 -7.447 0.0 0.0 0.2 0.095
H -7.549 -8.141 -6.406 0.1 0.1 0.1 0.101
H -6.063 -7.152 -6.618 -0.1 -0.1 0.1 0.104
C -1.940 5.567 1.969 0.1 0.2 -0.3 0.046
N -2.963 5.027 2.903 0.2 0.2 -0.3 -0.428
O -3.949 5.714 3.120 0.1 -0.4 0.2 0.043
O -2.745 3.930 3.389 -0.3 0.4 0.1 0.045
H -2.267 6.544 1.619 -0.1 -0.1 0.1 0.099
H -1.003 5.648 2.521 -0.2 -0.2 -0.4 0.063
H -1.850 4.869 1.138 0.2 -0.1 0.2 0.099
C 3.554 -6.552 4.291 0.3 -0.1 -0.2 0.044
N 2.114 -6.497 4.651 -0.2 0.1 0.1 -0.449
O 1.421 -7.455 4.347 0.1 0.3 0.2 0.036
O 1.729 -5.497 5.223 0.1 -0.4 -0.2 0.075
H 3.754 -7.495 3.788 -0.1 0.1 0.1 0.093
H 3.759 -5.710 3.630 0.0 0.0 0.2 0.104
H 4.126 -6.477 5.214 -0.1 0.1 -0.1 0.098
C 3.188 9.456 -4.976 0.0 -0.3 0.3 0.036
N 2.699 9.545 -6.377 -0.1 -0.1 -0.1 -0.452
O 2.377 8.506 -6.926 0.1 0.5 0.0 0.062
O 2.655 10.657 -6.876 0.0 -0.4 0.0 0.046
H 3.174 8.415 -4.663 0.0 0.1 -0.1 0.079
H 4.203 9.850 -4.957 -0.2 0.1 0.0 0.103
H 2.521 10.054 -4.356 0.1 0.1 -0.1 0.103
C -0.748 4.960 6.162 -0.1 -0.1 0.3 0.050
N -0.413 6.086 5.253 0.0 0.1 0.0 -0.427
O -0.613 7.217 5.660 0.1 -0.3 -0.3 0.064
O 0.039 5.792 4.161 0.1 0.3 0.7 0.050
H -1.139 5.366 7.092 0.1 0.1 -0.2 0.093
H -1.498 4.347 5.662 0.2 0.0 -0.1 0.087
H 0.167 4.398 6.339 -0.1 0.0 -0.2 0.105
C -6.156 2.647 3.294 -0.1 0.2 0.3 0.040
N -5.552 1.468 2.620 0.1 -0.2 0.0 -0.439
O -5.760 0.373 3.113 0.1 0.2 -0.2 0.057
O -4.893 1.687 1.623 -0.3 -0.1 0.3 0.061
H -6.713 2.307 4.164 0.1 -0.1 -0.1 0.092
H -5.341 3.308 3.590 0.0 0.0 -0.2 0.073
H -6.817 3.132 2.577 0.2 0.0 0.0 0.100

(3)
87
Properties=species:S:1:pos:R:3:forces:R:3:lowdin_charge:R:1 method="wB97M-V/def2-TZVPD" smiles="CCOB(O)COC(=O)[C@H](I)CC.CC(C)O.CC(C)O.CC(C)O.CC(C)O.CC(C)O" total_energy_ev=-50893.7252 lumo_ev=-0.1 homo_ev=-9.500
C -0.115 5.226 -0.143 -0.3 0.7 0.2 -0.102
C 0.944 5.772 0.966 -1.8 0.8 -1.0 -0.235
O 1.139 4.861 2.075 1.9 -1.0 -1.3 0.001
B 2.038 3.784 1.756 -1.5 -0.6 -0.3 -0.487
O 1.441 2.539 1.290 1.1 2.2 0.0 0.058
C 3.673 3.851 1.928 -0.3 -1.0 0.7 -0.075
O 4.146 5.196 1.606 1.3 -0.3 -2.4 -0.101
C 5.207 5.154 0.652 2.9 -1.1 2.0 -0.411
O 6.366 4.880 1.064 -4.4 1.1 -2.1 0.081
C 4.909 5.501 -0.873 1.7 0.9 0.5 -0.574
I 3.265 4.349 -1.744 0.5 0.5 0.6 1.017
C 6.181 5.295 -1.842 -0.6 0.1 -1.0 -0.296
C 5.801 6.045 -3.240 -0.1 0.0 0.3 -0.166
H -0.238 4.090 -0.121 0.4 1.6 -0.2 0.080
H 0.220 5.622 -1.175 -0.5 -0.9 1.5 0.063
H -1.167 5.672 0.022 1.7 -0.8 -0.1 0.067
H 0.446 6.716 1.408 1.2 -1.4 -0.6 0.132
H 1.893 6.041 0.393 -1.0 -0.4 1.2 0.073
H 1.591 2.426 0.323 0.2 -0.4 0.8 0.054
H 4.006 3.610 3.009 -0.5 0.3 -1.6 0.143
H 4.132 3.038 1.262 -0.5 1.3 0.8 0.116
H 4.670 6.630 -0.912 -0.1 -1.9 0.1 0.115
H 6.355 4.176 -2.060 -0.3 1.8 0.6 0.109
H 7.149 5.738 -1.439 -1.5 -0.5 -0.1 0.114
H 6.704 6.600 -3.674 -1.3 -1.0 0.6 0.077
H 4.969 6.818 -3.046 1.3 -1.1 -0.3 0.066
H 5.374 5.298 -3.994 0.8 1.1 1.0 0.057
C 4.044 -0.402 0.117 0.1 0.2 0.2 -0.050
C 2.546 -0.426 -0.143 0.4 -0.4 -0.4 -0.491
C 2.115 -1.741 -0.773 -0.2 0.0 0.0 -0.062
O 2.198 0.653 -1.011 -0.2 0.4 0.1 -0.088
H 4.605 -0.507 -0.818 -0.1 -0.1 0.0 0.084
H 4.342 0.553 0.559 -0.1 -0.1 0.0 0.069
H 4.340 -1.208 0.793 0.0 0.0 -0.1 0.083
H 2.007 -0.274 0.796 0.0 0.2 -0.2 0.131
H 2.608 -1.893 -1.739 0.1 0.0 0.1 0.083
H 1.039 -1.740 -0.965 0.1 -0.1 0.1 0.080
H 2.353 -2.586 -0.123 -0.1 0.0 -0.1 0.075
H 2.670 0.528 -1.846 -0.1 0.0 0.2 0.088
C -4.631 3.702 -2.657 0.0 -0.2 -0.2 -0.058
C -3.649 3.821 -1.503 -0.7 0.4 0.0 -0.494
C -4.357 3.727 -0.161 0.2 -0.1 0.3 -0.058
O -2.962 5.069 -1.590 0.3 0.0 0.0 -0.075
H -5.368 4.512 -2.628 0.0 0.0 0.1 0.082
H -4.110 3.783 -3.615 0.0 -0.1 0.1 0.081
H -5.162 2.747 -2.627 0.0 0.1 0.0 0.062
H -2.897 3.030 -1.578 0.1 0.2 0.0 0.140
H -5.084 4.539 -0.046 0.0 -0.1 -0.1 0.082
H -3.641 3.825 0.659 0.0 -0.1 -0.1 0.079
H -4.880 2.773 -0.057 0.0 0.1 0.0 0.071
H -3.618 5.775 -1.525 0.1 -0.2 0.0 0.091
C -0.720 -5.252 2.522 0.0 -0.2 0.0 -0.063
C 0.296 -4.301 1.910 -0.7 0.3 0.2 -0.494
C 0.333 -2.976 2.657 0.3 0.1 0.0 -0.057
O -0.038 -4.065 0.543 0.2 -0.1 -0.3 -0.065
H -1.729 -4.830 2.473 0.1 0.2 0.1 0.083
H -0.744 -6.194 1.969 0.1 0.1 0.2 0.057
H -0.481 -5.467 3.566 -0.1 -0.1 -0.1 0.083
H 1.288 -4.761 1.928 -0.1 0.0 -0.2 0.140
H -0.639 -2.476 2.613 0.0 -0.1 0.1 0.084
H 1.059 -2.298 2.200 0.0 -0.1 0.1 0.063
H 0.603 -3.122 3.706 0.0 0.0 -0.1 0.082
H -0.914 -3.657 0.516 0.2 -0.1 0.1 0.089
C -0.674 -10.203 1.915 -0.3 0.0 -0.1 -0.064
C 0.223 -8.988 1.738 0.3 -0.6 0.4 -0.502
C 1.636 -9.395 1.350 0.2 0.2 -0.2 -0.063
O 0.261 -8.245 2.955 -0.1 0.2 0.0 -0.071
H -0.300 -10.852 2.712 0.1 0.0 -0.1 0.081
H -1.683 -9.896 2.205 0.1 0.0 -0.1 0.080
H -0.738 -10.785 0.992 0.0 0.0 0.1 0.080
H -0.194 -8.331 0.970 0.0 0.1 0.2 0.134
H 2.090 -10.017 2.128 -0.1 -0.1 0.0 0.081
H 2.272 -8.513 1.238 -0.1 0.0 -0.1 0.080
H 1.642 -9.953 0.410 0.0 0.0 0.1 0.081
H 0.629 -8.817 3.642 -0.1 0.1 -0.2 0.092
C -5.656 -0.971 -0.749 0.1 0.2 0.2 -0.065
C -6.648 -0.255 -1.654 0.2 -0.7 -0.2 -0.503
C -7.777 -1.180 -2.079 -0.3 0.1 0.0 -0.066
O -5.969 0.230 -2.811 0.0 0.3 0.0 -0.065
H -5.196 -1.818 -1.268 -0.1 0.0 0.0 0.081
H -4.845 -0.297 -0.461 -0.1 0.0 0.0 0.075
H -6.143 -1.340 0.157 0.1 0.0 -0.1 0.081
H -7.061 0.613 -1.132 0.1 0.1 -0.2 0.138
H -7.389 -2.035 -2.644 0.1 0.0 0.1 0.081
H -8.475 -0.657 -2.737 0.0 0.0 0.1 0.080
H -8.327 -1.556 -1.213 0.0 0.0 -0.1 0.080
H -5.600 -0.530 -3.280 -0.1 0.1 0.1 0.090

no.,F_max (eV Å⁻¹)
1,4.161
2,5.685
3,5.003